<A>
Molecular formula: C46H57Cl72N2
Method: DFT, ωB97M-V with the def2-TZVPD basis set

**Net charge**: +1
**HOMO energy**: -12.03 eV
**Kohn-Sham gap**: 9.09 eV

Structure (XYZ):
```
177
C46H57Cl72N2 ωB97M-V with the def2-TZVPD basis set
C 5.358 -3.452 -0.111
C 4.997 -2.651 -1.363
C 5.957 -1.455 -1.525
C 5.382 -0.297 -2.366
C 5.080 0.993 -1.591
C 3.586 1.246 -1.351
C 3.155 0.866 0.082
C 3.174 2.070 1.047
C 1.778 2.436 1.538
C 0.774 2.628 0.395
C -0.382 3.535 0.806
C -1.511 3.534 -0.240
C -2.784 2.866 0.288
C -2.444 1.418 0.685
C -3.053 0.602 -0.366
N -2.746 -0.745 -0.526
N -3.886 1.290 -1.084
C -3.977 2.709 -0.711
C -4.006 3.660 -1.905
C -4.436 2.997 -3.197
C -5.837 2.377 -3.191
C -5.881 0.974 -3.806
C -6.834 0.001 -3.103
C -6.341 -1.436 -3.183
C -7.286 -2.456 -2.541
C -7.902 -2.026 -1.206
C -6.902 -1.527 -0.149
C -7.516 -0.609 0.947
C -8.973 -0.850 1.303
C -9.195 -2.144 2.099
H 5.067 -4.500 -0.219
H 6.422 -3.391 0.077
H 4.839 -3.089 0.781
H 3.986 -2.243 -1.274
H 5.091 -3.295 -2.239
H 6.199 -1.110 -0.516
H 6.864 -1.815 -2.015
H 6.092 -0.067 -3.163
H 4.477 -0.657 -2.866
H 5.615 1.005 -0.637
H 5.470 1.831 -2.177
H 2.994 0.627 -2.032
H 3.331 2.291 -1.538
H 2.150 0.434 0.061
H 3.831 0.083 0.435
H 3.622 2.933 0.542
H 3.815 1.855 1.906
H 1.841 3.375 2.099
H 1.430 1.632 2.195
H 1.273 3.026 -0.495
H 0.394 1.635 0.134
H -0.765 3.157 1.762
H -0.011 4.546 0.983
H -1.165 2.969 -1.117
H -1.703 4.543 -0.605
H -3.084 3.430 1.173
H -2.927 1.116 1.620
H -1.384 1.181 0.767
H -2.009 -0.841 -1.231
H -3.559 -1.211 -0.944
H -4.395 0.854 -1.852
H -4.875 2.915 -0.122
H -4.619 4.535 -1.681
H -3.005 4.051 -2.090
H -3.711 2.202 -3.413
H -4.346 3.708 -4.019
H -6.321 2.385 -2.208
H -6.457 3.019 -3.822
H -6.118 1.022 -4.871
H -4.870 0.543 -3.744
H -6.950 0.322 -2.065
H -7.804 0.083 -3.602
H -5.333 -1.531 -2.753
H -6.231 -1.715 -4.236
H -6.784 -3.424 -2.463
H -8.111 -2.608 -3.245
H -8.395 -2.906 -0.782
H -8.702 -1.310 -1.405
H -6.105 -0.948 -0.631
H -6.465 -2.399 0.344
H -6.895 -0.715 1.847
H -7.392 0.426 0.608
H -9.625 -0.802 0.430
H -9.280 -0.019 1.945
H -10.214 -2.509 1.960
H -8.499 -2.932 1.811
H -9.083 -1.946 3.168
C 7.989 -5.997 -2.014
Cl 6.796 -7.295 -1.920
Cl 7.434 -4.763 -3.153
Cl 8.193 -5.281 -0.420
Cl 9.526 -6.643 -2.603
C -4.984 -2.654 7.021
Cl -6.003 -4.053 6.704
Cl -3.519 -3.149 7.868
Cl -4.555 -2.001 5.431
Cl -5.840 -1.450 7.984
C 6.034 2.841 -5.400
Cl 4.697 1.690 -5.465
Cl 7.416 2.074 -4.605
Cl 6.465 3.344 -7.029
Cl 5.539 4.255 -4.458
C -0.979 -2.346 3.712
Cl -1.175 -1.083 4.920
Cl -1.578 -3.877 4.346
Cl -1.896 -1.948 2.245
Cl 0.737 -2.501 3.314
C -6.950 -6.029 3.491
Cl -8.119 -5.307 4.601
Cl -6.260 -4.717 2.522
Cl -5.663 -6.808 4.415
Cl -7.731 -7.211 2.448
C 1.347 4.388 -3.862
Cl 2.112 4.968 -2.370
Cl 1.769 5.461 -5.186
Cl 1.902 2.751 -4.213
Cl -0.417 4.382 -3.650
C 13.135 -4.958 0.006
Cl 14.147 -3.994 -1.069
Cl 14.028 -6.356 0.600
Cl 12.616 -3.963 1.371
Cl 11.716 -5.498 -0.904
C -5.043 -4.455 11.763
Cl -3.355 -3.971 11.969
Cl -5.373 -4.681 10.044
Cl -5.334 -5.962 12.629
Cl -6.098 -3.191 12.399
C -4.383 2.172 6.066
Cl -3.740 1.501 4.554
Cl -3.788 1.198 7.415
Cl -3.828 3.836 6.232
Cl -6.143 2.118 6.032
C -3.518 -5.756 -0.071
Cl -3.798 -7.134 0.991
Cl -2.288 -6.144 -1.271
Cl -5.024 -5.337 -0.897
Cl -2.972 -4.376 0.897
C 10.775 3.215 -7.956
Cl 9.901 4.626 -8.555
Cl 10.728 1.930 -9.164
Cl 12.450 3.645 -7.611
Cl 9.983 2.677 -6.472
C 9.288 8.063 -6.452
Cl 9.217 9.125 -5.046
Cl 8.454 6.551 -6.081
Cl 8.485 8.846 -7.820
Cl 10.970 7.737 -6.866
C 5.354 11.485 -4.416
Cl 4.896 10.559 -2.981
Cl 6.217 10.435 -5.539
Cl 3.900 12.122 -5.190
Cl 6.402 12.823 -3.940
C 0.898 2.034 7.658
Cl 1.367 2.679 9.228
Cl 1.277 3.210 6.393
Cl 1.772 0.534 7.344
Cl -0.846 1.719 7.642
C -0.074 -9.486 -0.210
Cl -0.717 -8.456 1.072
Cl -1.379 -9.916 -1.319
Cl 1.180 -8.607 -1.091
Cl 0.610 -10.950 0.492
C -6.478 4.757 9.605
Cl -6.036 5.355 11.201
Cl -6.068 5.969 8.386
Cl -5.596 3.262 9.268
Cl -8.212 4.434 9.548
C 12.344 -1.080 -3.912
Cl 12.556 -0.006 -2.526
Cl 11.843 -2.673 -3.343
Cl 11.110 -0.412 -4.988
Cl 13.871 -1.222 -4.785
C 0.275 -3.487 -1.042
Cl -0.048 -4.194 0.529
Cl 1.263 -4.572 -2.006
Cl -1.252 -3.180 -1.916
Cl 1.121 -1.942 -0.824
```

***

<B>
Molecular formula: C46H57Cl72N2
Method: DFT, ωB97M-V with the def2-TZVPD basis set

**Net charge**: +1
**HOMO energy**: -11.85 eV
**Kohn-Sham gap**: 8.89 eV

Structure (XYZ):
```
177
C46H57Cl72N2 ωB97M-V with the def2-TZVPD basis set
C 5.501 -3.294 -0.013
C 5.145 -2.517 -1.282
C 6.083 -1.300 -1.434
C 5.484 -0.166 -2.295
C 5.137 1.122 -1.531
C 3.630 1.333 -1.322
C 3.191 0.951 0.110
C 3.165 2.175 1.051
C 1.752 2.508 1.522
C 0.757 2.654 0.361
C -0.418 3.544 0.755
C -1.548 3.508 -0.290
C -2.812 2.828 0.248
C -2.448 1.390 0.668
C -3.061 0.546 -0.369
N -2.774 -0.803 -0.532
N -3.901 1.224 -1.085
C -4.009 2.640 -0.739
C -4.076 3.576 -1.940
C -4.515 2.901 -3.226
C -5.900 2.242 -3.210
C -5.896 0.841 -3.843
C -6.797 -0.193 -3.150
C -6.208 -1.592 -3.278
C -7.061 -2.709 -2.663
C -7.698 -2.390 -1.308
C -6.739 -1.848 -0.236
C -7.430 -1.042 0.903
C -8.855 -1.444 1.243
C -8.936 -2.787 1.988
H 5.231 -4.347 -0.118
H 6.560 -3.208 0.200
H 4.957 -2.936 0.866
H 4.126 -2.126 -1.212
H 5.272 -3.166 -2.149
H 6.296 -0.945 -0.423
H 7.005 -1.637 -1.912
H 6.198 0.078 -3.083
H 4.598 -0.558 -2.803
H 5.657 1.159 -0.571
H 5.510 1.964 -2.121
H 3.066 0.688 -2.001
H 3.348 2.368 -1.523
H 2.201 0.487 0.082
H 3.887 0.194 0.479
H 3.592 3.040 0.534
H 3.805 1.993 1.918
H 1.784 3.461 2.061
H 1.425 1.706 2.189
H 1.258 3.049 -0.529
H 0.406 1.646 0.116
H -0.796 3.170 1.715
H -0.062 4.562 0.918
H -1.195 2.934 -1.158
H -1.753 4.509 -0.668
H -3.108 3.405 1.126
H -2.923 1.104 1.612
H -1.385 1.161 0.744
H -2.054 -0.906 -1.255
H -3.603 -1.244 -0.942
H -4.408 0.759 -1.836
H -4.899 2.856 -0.141
H -4.701 4.443 -1.718
H -3.087 3.983 -2.148
H -3.778 2.118 -3.447
H -4.452 3.610 -4.051
H -6.382 2.230 -2.226
H -6.543 2.863 -3.839
H -6.140 0.895 -4.905
H -4.868 0.453 -3.788
H -6.921 0.101 -2.105
H -7.772 -0.150 -3.644
H -5.191 -1.631 -2.861
H -6.092 -1.830 -4.340
H -6.475 -3.632 -2.632
H -7.879 -2.903 -3.364
H -8.101 -3.330 -0.920
H -8.563 -1.746 -1.473
H -6.007 -1.173 -0.694
H -6.221 -2.695 0.220
H -6.794 -1.127 1.793
H -7.404 0.013 0.607
H -9.514 -1.423 0.376
H -9.241 -0.679 1.923
H -9.915 -3.243 1.833
H -8.163 -3.489 1.671
H -8.845 -2.613 3.061
C 8.217 -5.801 -1.826
Cl 7.041 -7.116 -1.747
Cl 7.671 -4.588 -2.991
Cl 8.367 -5.064 -0.235
Cl 9.777 -6.434 -2.369
C -5.013 -2.429 7.106
Cl -6.204 -3.700 6.848
Cl -3.573 -3.079 7.891
Cl -4.581 -1.825 5.500
Cl -5.680 -1.132 8.097
C 6.077 2.972 -5.359
Cl 4.777 1.779 -5.425
Cl 7.476 2.257 -4.544
Cl 6.508 3.469 -6.990
Cl 5.528 4.380 -4.439
C -1.023 -2.463 3.680
Cl -1.147 -1.199 4.899
Cl -1.680 -3.972 4.311
Cl -1.930 -2.029 2.218
Cl 0.687 -2.679 3.277
C -7.617 -5.591 3.689
Cl -8.571 -4.717 4.891
Cl -6.871 -4.386 2.627
Cl -6.356 -6.526 4.497
Cl -8.645 -6.670 2.751
C 1.341 4.377 -3.905
Cl 2.069 4.992 -2.408
Cl 1.751 5.450 -5.234
Cl 1.950 2.755 -4.229
Cl -0.425 4.319 -3.719
C 13.254 -4.702 0.313
Cl 14.309 -3.765 -0.743
Cl 14.122 -6.088 0.970
Cl 12.689 -3.676 1.637
Cl 11.867 -5.260 -0.634
C -5.042 -4.190 11.836
Cl -3.303 -3.898 11.969
Cl -5.469 -4.377 10.133
Cl -5.464 -5.655 12.721
Cl -5.921 -2.815 12.510
C -3.917 2.266 6.058
Cl -3.434 1.508 4.527
Cl -3.374 1.242 7.391
Cl -3.163 3.854 6.172
Cl -5.671 2.422 6.112
C -4.573 -5.806 -0.207
Cl -4.922 -7.127 0.908
Cl -3.536 -6.367 -1.517
Cl -6.088 -5.197 -0.885
Cl -3.752 -4.504 0.670
C 10.803 3.484 -7.877
Cl 9.903 4.876 -8.482
Cl 10.790 2.197 -9.084
Cl 12.468 3.951 -7.527
Cl 10.019 2.927 -6.396
C 9.223 8.313 -6.436
Cl 9.134 9.394 -5.045
Cl 8.413 6.793 -6.043
Cl 8.410 9.064 -7.816
Cl 10.911 8.008 -6.843
C 5.264 11.704 -4.441
Cl 4.822 10.793 -2.991
Cl 6.138 10.648 -5.551
Cl 3.800 12.311 -5.221
Cl 6.296 13.061 -3.989
C 1.347 1.509 7.383
Cl 1.972 2.107 8.917
Cl 1.798 2.620 6.083
Cl 2.018 -0.088 7.048
Cl -0.420 1.406 7.461
C -1.700 -9.952 -0.627
Cl -2.063 -8.834 0.691
Cl -3.161 -10.217 -1.585
Cl -0.443 -9.254 -1.655
Cl -1.141 -11.487 0.033
C -5.501 5.118 9.638
Cl -4.909 5.679 11.199
Cl -5.013 6.258 8.378
Cl -4.821 3.524 9.286
Cl -7.262 5.005 9.674
C 12.685 -0.901 -3.724
Cl 12.846 0.202 -2.354
Cl 12.137 -2.475 -3.144
Cl 11.510 -0.246 -4.871
Cl 14.249 -1.081 -4.521
C 0.173 -3.614 -1.073
Cl -0.162 -4.317 0.500
Cl 1.120 -4.729 -2.046
Cl -1.354 -3.262 -1.927
Cl 1.069 -2.098 -0.858
```

***

In terms of stability, <A> leads; the second structure lies 1.046 eV higher.

***

<A>
Molecular formula: C8H13N2S
Method: DFT, ωB97M-V with the def2-TZVPD basis set

**Net charge**: +1
**HOMO energy**: -12.98 eV
**Kohn-Sham gap**: 8.89 eV

Structure (XYZ):
```
24
C8H13N2S ωB97M-V with the def2-TZVPD basis set
C -0.150 -2.802 0.395
N 0.243 -1.561 0.081
C -0.438 -0.471 -0.159
C -1.850 -0.225 0.248
C -2.181 1.219 -0.299
C -1.254 2.307 -0.015
C 0.030 2.043 -0.178
C 0.478 0.708 -0.616
N 1.827 0.202 -0.541
C 2.744 0.789 0.046
S 4.109 -0.101 0.543
H -1.029 -2.893 1.055
H 0.696 -3.309 1.003
H -0.292 -3.489 -0.466
H 1.251 -1.489 -0.179
H -1.995 -0.016 1.425
H -2.617 -0.986 -0.070
H -3.120 1.434 0.101
H -2.223 1.093 -1.303
H -1.702 3.319 0.265
H 0.740 2.796 -0.122
H 0.227 0.824 -1.714
H 2.909 1.833 0.168
H 3.597 -1.225 0.332
```

***

<B>
Molecular formula: C8H13N2S
Method: DFT, ωB97M-V with the def2-TZVPD basis set

**Net charge**: +1
**HOMO energy**: -12.68 eV
**Kohn-Sham gap**: 7.98 eV

Structure (XYZ):
```
24
C8H13N2S ωB97M-V with the def2-TZVPD basis set
C 4.308 -0.048 -1.136
C 4.431 -0.948 1.082
C 3.382 0.502 -0.310
C -2.034 -0.990 -0.863
C -1.437 -0.703 0.450
C -0.776 -0.136 -0.802
C -2.287 0.283 1.335
C 2.363 1.539 -0.486
N 3.486 -0.035 1.002
N 1.768 2.146 0.419
S 5.317 -1.121 -0.302
H 4.610 0.022 -2.137
H 4.587 -1.537 1.995
H -1.745 -1.959 -1.216
H -3.012 -0.567 -1.152
H -1.117 -1.463 1.114
H -1.003 0.886 -1.019
H -2.292 0.023 2.304
H -3.431 0.400 1.061
H -1.811 1.220 1.267
H 2.010 1.586 -1.530
H 0.133 -0.533 -1.139
H 2.908 0.282 1.827
H 2.024 2.063 1.444
```

***

In terms of stability, <A> leads; the second structure lies 0.495 eV higher.